Entry 1:
Below is C4H3NO3 in the gas phase in a non-equilibrium geometry, with properties calculated with ωB97M-V/def2-TZVPD.

Its SMILES is O=C1ON=C[C@@H]2O[C@H]12. The value obtained for the energy above the lowest of the compared OMol25 structures with the same formula, charge and spin is 88.6 kcal/mol. The spin multiplicity is 1. For the total energy, the calculation gives -11825.6914 eV. The charge is 0. The HOMO energy comes out at -10.74 eV.

Each line ends with the natural charge from an NBO analysis.
CARTESIAN COORDINATES (ANGSTROEM)
O (-2.38, 0.30, -1.27)  -0.512
C (-1.30, 0.01, -0.78)  0.732
O (-0.58, -1.05, -1.30)  -0.358
N (0.81, -1.14, -1.18)  -0.049
C (1.37, -0.49, -0.22)  0.001
C (0.67, 0.31, 0.78)  -0.002
O (-0.30, -0.37, 1.50)  -0.413
C (-0.76, 0.56, 0.51)  -0.052
H (2.45, -0.70, -0.06)  0.218
H (1.29, 1.08, 1.23)  0.206
H (-1.27, 1.49, 0.79)  0.227

Entry 2:
Below is C4H8O in the gas phase, with properties calculated with ωB97M-V/def2-TZVPD.

Its SMILES is CC[C@H]1CO1. The value obtained for the energy above the lowest of the compared OMol25 structures with the same formula, charge and spin is 27.8 kcal/mol. The spin multiplicity is 1. For the total energy, the calculation gives -6323.9630 eV. The charge is 0. The HOMO energy comes out at -10.22 eV.

Each line ends with the natural charge from an NBO analysis.
CARTESIAN COORDINATES (ANGSTROEM)
C (1.38, 0.54, 0.91)  -0.609
C (0.13, 0.86, 0.09)  -0.424
C (-0.28, -0.28, -0.81)  0.060
C (-1.44, -1.13, -0.48)  -0.115
O (-1.51, -0.13, -1.49)  -0.492
H (1.53, 1.27, 1.70)  0.215
H (1.30, -0.45, 1.38)  0.205
H (2.28, 0.53, 0.28)  0.206
H (0.31, 1.75, -0.54)  0.211
H (-0.71, 1.11, 0.75)  0.205
H (0.51, -0.72, -1.41)  0.178
H (-1.48, -2.16, -0.84)  0.181
H (-2.01, -0.92, 0.42)  0.177

Entry 3:
Below is 2 unconnected molecules or ions with the total composition C2H6IN2O in a non-equilibrium geometry, with properties calculated with ωB97M-V/def2-TZVPD.

The value obtained for the energy above the lowest of the compared OMol25 structures with the same formula, charge and spin is 58.2 kcal/mol. The spin multiplicity is 1. For the total energy, the calculation gives -15289.7709 eV. The charge is +1. The HOMO energy comes out at -13.38 eV.

Each line ends with the natural charge from an NBO analysis.
CARTESIAN COORDINATES (ANGSTROEM)
C (-0.54, -0.20, 0.39)  0.856
C (-2.71, -1.17, 0.02)  -0.269
N (2.76, 1.37, -0.28)  -1.002
N (0.39, 0.40, 0.04)  -0.544
O (-1.37, -1.04, 0.60)  -0.410
I (3.44, -0.44, 0.61)  0.334
H (-2.97, -1.11, -1.07)  0.251
H (-3.18, -0.22, 0.48)  0.218
H (-3.17, -2.05, 0.47)  0.247
H (2.67, 1.13, -1.26)  0.398
H (3.49, 2.06, -0.11)  0.413
H (1.17, 1.27, 0.11)  0.508

Entry 4:
Below is a molecular structure, C5H5NS in a non-equilibrium geometry, with properties calculated with ωB97M-V/def2-TZVPD.

The value obtained for the energy above the lowest of the compared OMol25 structures with the same formula, charge and spin is 76.4 kcal/mol. The spin multiplicity is 1. For the total energy, the calculation gives -17587.5658 eV. The charge is 0. The HOMO energy comes out at -8.08 eV.

Each line ends with the natural charge from an NBO analysis.
CARTESIAN COORDINATES (ANGSTROEM)
C (0.78, 1.42, 0.40)  -0.276
C (1.43, 0.71, 1.45)  -0.440
C (-0.10, 0.52, -0.19)  0.113
C (-0.04, -0.78, 0.30)  -0.377
C (-1.13, -1.23, -0.61)  -0.162
N (-1.17, 0.19, -1.19)  -0.604
S (1.01, -0.94, 1.57)  0.537
H (0.82, 2.50, 0.10)  0.239
H (2.04, 1.29, 2.06)  0.234
H (-0.81, -2.21, -1.53)  0.146
H (-1.89, -1.82, -0.22)  0.214
H (-0.94, 0.36, -2.15)  0.376

Entry 5:
Below is a molecular structure, C21H25N5O4 in a non-equilibrium geometry, with properties calculated with ωB97M-V/def2-TZVPD.

The value obtained for the energy above the lowest of the compared OMol25 structures with the same formula, charge and spin is 586.1 kcal/mol. The spin multiplicity is 1. For the total energy, the calculation gives -37801.0645 eV. The charge is 0. The HOMO energy comes out at -7.55 eV.

Each line ends with the natural charge from an NBO analysis.
CARTESIAN COORDINATES (ANGSTROEM)
C (2.09, 4.70, 4.29)  -0.619
C (1.42, 4.14, 2.90)  -0.062
O (2.06, 2.81, 2.59)  -0.509
C (1.66, 2.27, 1.53)  0.258
C (0.76, 2.85, 0.57)  -0.310
C (0.25, 2.11, -0.33)  -0.292
C (0.80, 0.98, -0.56)  -0.005
C (2.02, 0.30, 0.14)  -0.228
C (2.39, 1.01, 1.32)  0.370
O (3.25, 0.46, 2.00)  -0.537
C (3.37, 0.45, 3.60)  0.054
C (2.19, 0.15, 4.23)  -0.695
H (1.71, -0.60, 3.60)  0.256
H (2.18, 0.01, 5.27)  0.242
H (1.38, 0.97, 3.95)  0.208
H (4.07, -0.01, 3.86)  0.131
H (3.53, 1.75, 3.66)  0.181
H (2.34, -0.53, 0.01)  0.166
C (0.50, -0.13, -1.86)  0.352
N (-0.59, 0.33, -2.51)  -0.338
N (-0.44, -0.66, -3.48)  -0.028
N (0.32, -1.58, -2.98)  0.012
N (1.00, -1.25, -2.08)  -0.264
C (-1.68, -0.81, -4.27)  -0.372
H (-1.51, -0.06, -5.01)  0.274
H (-1.33, -1.67, -5.18)  0.273
C (-2.90, -1.07, -3.76)  0.582
O (-3.45, -2.40, -3.91)  -0.633
N (-3.25, -0.27, -2.60)  -0.555
H (-2.61, 0.43, -2.54)  0.406
C (-3.83, -0.91, -1.48)  -0.235
C (-2.70, -1.15, -0.55)  -0.141
C (-2.12, -2.38, -0.68)  -0.208
C (-0.97, -2.51, 0.05)  -0.244
C (-0.58, -1.67, 1.09)  0.230
C (-1.36, -0.77, 1.39)  -0.242
C (-2.30, -0.34, 0.40)  -0.120
H (-3.19, 0.64, 0.83)  0.207
H (-1.02, 0.07, 2.13)  0.233
O (0.49, -1.97, 2.09)  -0.509
C (1.19, -2.92, 1.60)  -0.271
H (0.80, -3.92, 2.08)  0.180
H (1.72, -2.86, 0.63)  0.207
H (2.22, -2.68, 2.25)  0.165
H (-0.32, -3.56, -0.03)  0.241
H (-2.46, -3.03, -1.61)  0.268
H (-4.61, 0.09, -1.21)  0.192
H (-4.62, -1.57, -1.91)  0.281
H (-0.43, 2.26, -1.04)  0.227
H (0.22, 3.67, 1.10)  0.209
H (1.67, 4.85, 2.18)  0.192
H (0.47, 3.99, 3.17)  0.177
H (2.04, 3.84, 4.93)  0.217
H (1.62, 5.72, 4.54)  0.221
H (3.08, 4.87, 4.05)  0.206

Entry 6:
Below is a molecular structure, C9H21N3O3Sn in a non-equilibrium geometry, with properties calculated with ωB97M-V/def2-TZVPD.

The spin multiplicity is 2. For the total energy, the calculation gives -26111.3974 eV. The charge is +1. The HOMO energy (alpha / beta) comes out at -9.95 / -12.45 eV.

Each line ends with the natural charge from an NBO analysis.
CARTESIAN COORDINATES (ANGSTROEM)
Sn (-0.01, -1.72, -0.88)  0.911
C (-0.03, 3.05, -0.67)  -0.698
C (-0.60, 2.12, 0.38)  0.693
O (-0.69, 0.88, 0.17)  -0.720
N (-1.02, 2.70, 1.50)  -0.585
C (-1.71, 2.07, 2.61)  -0.414
H (0.89, 3.41, -0.21)  0.234
H (-0.69, 3.91, -0.77)  0.238
H (0.21, 2.59, -1.63)  0.233
H (-0.71, 3.62, 1.79)  0.403
H (-2.30, 2.89, 3.02)  0.208
H (-0.87, 1.85, 3.26)  0.202
H (-2.35, 1.22, 2.34)  0.237
C (0.02, -2.04, 3.79)  -0.718
C (-1.19, -1.98, 2.94)  0.678
O (-1.20, -1.43, 1.80)  -0.725
N (-2.32, -2.62, 3.31)  -0.577
C (-3.65, -2.57, 2.67)  -0.413
H (0.04, -2.82, 4.54)  0.239
H (-0.13, -1.23, 4.51)  0.248
H (0.98, -1.95, 3.27)  0.256
H (-2.26, -2.89, 4.28)  0.390
H (-4.41, -2.91, 3.38)  0.224
H (-3.66, -3.09, 1.71)  0.219
H (-3.90, -1.52, 2.57)  0.209
C (3.57, -1.79, -4.49)  -0.705
C (2.68, -0.75, -3.87)  0.698
O (2.00, -1.14, -2.94)  -0.728
N (2.56, 0.45, -4.43)  -0.590
C (1.76, 1.55, -3.85)  -0.424
H (3.75, -2.54, -3.71)  0.252
H (4.42, -1.24, -4.90)  0.225
H (2.92, -2.37, -5.13)  0.251
H (3.12, 0.63, -5.25)  0.407
H (0.98, 1.19, -3.18)  0.221
H (1.43, 2.22, -4.64)  0.221
H (2.39, 2.22, -3.27)  0.201